Entry 1:
{
  "formula": "C9H21N2O",
  "method": "ωB97M-V/def2-TZVPD",
  "elements": ["C", "C", "C", "C", "C", "C", "C", "C", "C", "N", "N", "O", "H", "H", "H", "H", "H", "H", "H", "H", "H", "H", "H", "H", "H", "H", "H", "H", "H", "H", "H", "H", "H"],
  "coordinates": [[0.24349, -0.68232, -0.43004], [-0.64132, 2.35674, 0.26607], [-2.88516, -1.15808, -0.96344], [-2.82806, 0.02685, 1.26479], [3.67752, 0.62110, -0.73322], [2.49733, -0.49788, 1.18627], [-1.07567, 1.35389, -0.73934], [-2.05349, -0.73434, 0.21192], [2.60301, -0.36158, -0.36949], [0.47163, -1.91335, -0.07796], [-0.87818, -0.06653, -0.29166], [1.41164, 0.08249, -0.99269], [0.32526, 2.08538, 0.67670], [-0.44995, 3.40367, -0.11797], [-1.33977, 2.41032, 1.10752], [-3.61069, -0.54056, -1.23878], [-2.27835, -1.29569, -1.88648], [-3.40474, -2.13055, -0.84938], [-3.18238, 0.97923, 0.79623], [-2.15888, 0.33923, 2.11127], [-3.72625, -0.39246, 1.87007], [3.98676, 0.36038, -1.78081], [3.15920, 1.51026, -0.68415], [4.61734, 0.60372, -0.11195], [1.80789, -1.29343, 1.30245], [2.24984, 0.49728, 1.66073], [3.55503, -0.79816, 1.44538], [-0.46549, 1.62294, -1.72276], [-2.12291, 1.29955, -0.99309], [-1.70978, -1.54649, 0.73825], [2.88232, -1.33306, -0.75499], [-0.11273, -2.52559, 0.47082], [1.43554, -2.28295, -0.37031]],
  "forces_ev_per_angstrom": [[2.7889, 2.5783, -1.4051], [0.1458, 1.5929, 1.1324], [2.1991, -3.9448, -0.7565], [-0.7314, 2.3605, 1.7708], [1.7727, -2.1698, -1.4300], [1.9522, 1.2973, -1.3372], [1.6349, -0.0900, -2.8346], [-1.6631, -0.1414, -0.1375], [1.5123, -0.2613, 2.2322], [2.5206, -2.2887, -1.2686], [0.8255, 2.3795, -0.1865], [-4.5573, -2.1779, 1.5267], [0.1904, -0.2727, 0.0724], [-0.6722, -1.2594, 0.0367], [0.1570, 0.1788, -0.1037], [-3.0746, 3.1475, -0.8101], [-0.0865, 0.0231, 0.6552], [0.4057, 0.4223, 0.4132], [-0.0309, -0.6684, 0.5990], [-0.2757, -0.2169, -0.8414], [1.4906, -0.1283, -1.8520], [-0.1882, 0.8279, 0.7805], [-0.3454, 2.5542, -0.0766], [-1.3091, -0.0720, -0.3994], [-0.2073, -0.1838, 1.5783], [0.0800, -1.2713, -0.3724], [-1.3383, 0.2320, 0.2807], [-1.3614, -1.2905, 1.8617], [-0.2686, 0.8594, -0.1721], [0.7787, -2.2689, 0.9012], [0.0862, -0.5194, -0.3172], [-0.1519, 0.2579, -0.2663], [-2.2786, 0.5138, 0.7261]],
  "homo_ha": -0.523,
  "homo_lumo_gap_ev": 11.574,
  "total_charge": 1,
  "smiles": "CC/[N+](=C(/N)OC(C)C)C(C)C",
  "energy_ev": -14693.34886,
  "de_lowest_kj_mol": 128.7
}

=====

Entry 2:
{
  "formula": "CH4S3",
  "method": "ωB97M-V/def2-TZVPD",
  "elements": ["C", "S", "S", "S", "H", "H", "H", "H"],
  "coordinates": [[1.96263, 0.75302, 0.48286], [1.81254, -0.76412, -0.25716], [0.89752, 1.89557, 0.12196], [-2.08559, -0.72190, 0.05570], [2.93964, 0.86667, 1.15682], [0.55994, -0.38784, -0.85175], [-3.04935, -1.71115, -0.16204], [-3.03733, 0.06975, -0.54639]],
  "forces_ev_per_angstrom": [[2.0093, 0.3015, 0.9151], [-1.2550, -0.6608, -0.7439], [-0.1599, 1.2242, 0.5736], [-2.1440, -0.4621, -0.8076], [-2.2503, -0.1538, -1.3773], [1.6568, -0.7334, 0.6157], [1.2109, 0.4927, 0.4168], [0.9321, -0.0083, 0.4076]],
  "homo_ha": -0.322,
  "homo_lumo_gap_ev": 8.542,
  "smiles": "S=CS.S",
  "energy_ev": -33606.23694,
  "de_lowest_kj_mol": 121.9
}

=====

Entry 3:
{
  "formula": "C18H17IO4",
  "method": "ωB97M-V/def2-TZVPD",
  "elements": ["C", "C", "C", "C", "C", "C", "C", "C", "I", "C", "O", "C", "C", "C", "O", "H", "H", "H", "H", "H", "H", "H", "H", "H", "H", "H", "H", "H", "C", "C", "C", "O", "C", "C", "C", "O", "H", "H", "H", "H"],
  "coordinates": [[-2.18266, 2.03275, 0.52860], [-2.35431, 1.23872, 1.58517], [-1.69378, -0.12191, 1.70043], [-0.23764, -0.11403, 1.32262], [0.71103, 0.60540, 1.93837], [0.46953, 1.49161, 3.12973], [0.03448, 0.68963, 4.37876], [0.69095, 1.20697, 5.64469], [0.36686, -0.20344, 7.24618], [2.12259, 0.55339, 1.44372], [2.92746, 1.41333, 1.72212], [2.50358, -0.60139, 0.59758], [1.56227, -1.32585, 0.00426], [0.13270, -0.98264, 0.15881], [-0.70696, -1.38525, -0.61545], [-2.42531, 3.08436, 0.60852], [-1.82125, 1.62573, -0.40922], [-2.99485, 1.58378, 2.39094], [-2.22688, -0.81022, 1.04059], [-1.82095, -0.52599, 2.70584], [1.39638, 2.03205, 3.32232], [-0.27497, 2.24890, 2.87677], [-1.04837, 0.72626, 4.49547], [0.32179, -0.35308, 4.23659], [1.77100, 1.27574, 5.56154], [0.27533, 2.15010, 5.98690], [3.55973, -0.80624, 0.48371], [1.81702, -2.17760, -0.61312], [1.29307, -1.51992, -5.60161], [0.37030, -1.80407, -6.51638], [-1.06886, -1.51969, -6.27687], [-1.90648, -1.78303, -7.11180], [-1.43861, -0.90483, -4.97759], [-0.51415, -0.61865, -4.06512], [0.92075, -0.90251, -4.30487], [1.75462, -0.64093, -3.46382], [2.34606, -1.72004, -5.75386], [0.61572, -2.25304, -7.47032], [-2.49181, -0.70944, -4.82235], [-0.75538, -0.17490, -3.10785]],
  "forces_ev_per_angstrom": [[-0.2872, -0.2987, 0.4559], [0.2179, 0.2190, -0.2951], [-0.7553, 0.0197, -0.1915], [0.0229, -0.1750, -0.0434], [-0.1217, 0.1057, 0.1609], [-0.0284, 0.1331, -0.0792], [0.2109, 0.1269, -0.1838], [-0.1339, -0.3079, 0.1988], [-0.0082, 0.2062, -0.0450], [-0.0573, -0.1208, -0.1687], [0.1114, 0.0310, 0.1667], [-0.1538, -0.0826, 0.0056], [0.3787, -0.2244, -0.0584], [0.0864, 0.2469, 0.2817], [-0.0609, -0.1729, -0.1622], [-0.4997, -0.0948, -0.4053], [0.5999, 0.2854, 0.1012], [0.4464, 0.0941, 0.3209], [0.1473, -0.0901, -0.0279], [0.0858, 0.0967, 0.0426], [0.0181, -0.0327, 0.0635], [-0.0521, -0.0437, 0.0191], [-0.0129, -0.1162, 0.0265], [-0.0730, -0.0401, 0.0502], [-0.0008, 0.0576, -0.0669], [0.0602, 0.0249, -0.0088], [0.0176, 0.0972, -0.0543], [-0.1527, 0.0872, -0.1851], [-0.0034, -0.0078, -0.0434], [0.0398, 0.0024, 0.0233], [-0.0207, -0.0117, -0.0016], [0.0025, 0.0010, -0.0118], [0.0494, 0.0089, 0.0148], [-0.1110, 0.0380, -0.0010], [-0.0148, 0.0041, 0.0998], [0.0742, -0.0254, -0.0129], [0.0060, 0.0129, 0.0248], [-0.0334, -0.0020, -0.0100], [-0.0072, -0.0110, -0.0236], [0.0126, -0.0414, 0.0236]],
  "homo_ha": -0.350,
  "homo_lumo_gap_ev": 8.062,
  "smiles": "C=CCC1=C(CCCI)C(=O)C=CC1=O.O=C1C=CC(=O)C=C1",
  "energy_ev": -35229.49817,
  "de_lowest_kj_mol": 0.0
}

=====

Entry 4:
{
  "formula": "C26H44N3O16",
  "method": "ωB97M-V/def2-TZVPD",
  "elements": ["C", "O", "C", "C", "C", "C", "N", "C", "N", "N", "H", "H", "H", "H", "H", "H", "H", "H", "H", "H", "H", "H", "H", "H", "C", "C", "C", "O", "C", "O", "O", "H", "H", "H", "H", "H", "H", "C", "C", "C", "O", "C", "O", "O", "H", "H", "H", "H", "H", "H", "C", "C", "C", "O", "C", "O", "O", "H", "H", "H", "H", "H", "H", "C", "C", "C", "O", "C", "O", "O", "H", "H", "H", "H", "H", "H", "C", "C", "C", "O", "C", "O", "O", "H", "H", "H", "H", "H", "H"],
  "coordinates": [[-4.67807, -3.65295, -3.92861], [-4.95695, -4.17016, -2.63041], [-4.50551, -3.39227, -1.56062], [-3.16419, -3.89654, -1.04795], [-1.96323, -3.48102, -1.86725], [-0.82425, -4.27399, -1.25889], [-0.62106, -3.72745, 0.09037], [-1.67426, -3.34502, 0.76536], [-1.44817, -2.80434, 1.99831], [-2.93364, -3.39127, 0.33724], [-5.54745, -3.83883, -4.54246], [-3.83876, -4.17854, -4.37917], [-4.49986, -2.58163, -3.93388], [-5.22000, -3.51527, -0.74889], [-4.48985, -2.32606, -1.78641], [-3.19068, -4.97763, -1.04710], [-1.76467, -2.42007, -1.71880], [-2.09296, -3.68125, -2.91762], [-1.14181, -5.31056, -1.23452], [0.06504, -4.24720, -1.87095], [0.00557, -4.28043, 0.66513], [-1.03402, -1.89021, 2.07626], [-1.77435, -3.27759, 2.82417], [-3.27468, -2.43207, 0.40547], [-0.53880, 0.92901, -2.33123], [0.33907, 1.04217, -1.11181], [1.19114, -0.17303, -0.84201], [1.34041, -0.12512, 0.59006], [0.26368, 0.51713, 1.08553], [-0.03230, 0.54787, 2.24384], [-0.44444, 1.11007, 0.10439], [-1.30486, 0.16153, -2.18409], [-1.05935, 1.86753, -2.51814], [0.04741, 0.68309, -3.20472], [0.94693, 1.94794, -1.16844], [2.15872, -0.13363, -1.33026], [0.69649, -1.11026, -1.11047], [3.05547, 2.28529, -7.42985], [2.35393, 2.24203, -6.09452], [1.27940, 1.18612, -5.98577], [0.37434, 1.77120, -5.03513], [0.50918, 3.12401, -5.12812], [-0.23179, 3.90359, -4.62673], [1.59821, 3.44579, -5.86406], [2.36893, 2.60430, -8.21450], [3.87362, 3.00427, -7.40898], [3.46268, 1.30678, -7.68532], [3.08272, 2.14467, -5.28508], [1.65729, 0.23532, -5.61919], [0.74240, 1.02430, -6.92377], [-1.05121, 2.36053, 4.60143], [-1.06987, 3.85575, 4.80031], [0.28230, 4.51760, 4.67972], [0.14447, 5.65444, 5.54203], [-0.78146, 5.34100, 6.48312], [-0.98421, 5.97150, 7.46914], [-1.43461, 4.19929, 6.15006], [-0.50738, 1.86965, 5.41005], [-2.06701, 1.96369, 4.61635], [-0.59318, 2.09296, 3.65135], [-1.79631, 4.32111, 4.12872], [0.51299, 4.83298, 3.66504], [1.09585, 3.89190, 5.05572], [1.97086, -3.86596, -7.44401], [2.58908, -3.63439, -6.08725], [2.03889, -4.51179, -4.98881], [2.21129, -3.68538, -3.82300], [2.19045, -2.39618, -4.23629], [2.11085, -1.45365, -3.51035], [2.27010, -2.31918, -5.58155], [0.92087, -3.57058, -7.44501], [2.47328, -3.26479, -8.20072], [2.04806, -4.91426, -7.73079], [3.67670, -3.71386, -6.14673], [2.58155, -5.44690, -4.87863], [0.97384, -4.72488, -5.11016], [-0.22388, 4.17114, 10.24419], [1.25798, 3.91322, 10.33427], [1.94522, 3.79546, 8.99559], [3.04011, 2.91863, 9.28773], [2.67059, 2.14380, 10.34268], [3.25759, 1.17952, 10.70866], [1.53447, 2.62226, 10.91052], [-0.73812, 3.30991, 9.81531], [-0.64818, 4.33452, 11.23487], [-0.42667, 5.04873, 9.63188], [1.74082, 4.66941, 10.95857], [2.30757, 4.74915, 8.61883], [1.31361, 3.32399, 8.23679]],
  "forces_ev_per_angstrom": [[-0.1899, -0.3516, -0.0372], [0.1597, 0.4435, -0.1760], [-0.3009, -0.4324, 0.6075], [-0.1796, 0.5856, -0.3024], [0.1975, -0.2202, 0.3580], [-0.1273, 0.3338, -0.8959], [0.1536, -2.1457, -0.8816], [-0.0591, 0.7837, 1.5168], [0.0438, -0.0928, 0.2714], [0.1473, 0.4709, -1.5446], [-0.2353, -0.0900, -0.1617], [0.2056, 0.0146, -0.0414], [0.1138, 0.1922, 0.1766], [-0.2255, -0.0693, 0.1104], [0.1886, 0.2159, -0.2153], [-0.3368, -0.2703, 0.2851], [-0.0572, 0.2435, -0.2840], [0.0050, -0.1516, -0.3127], [0.1901, -0.3190, 0.3221], [0.5416, 0.3792, 0.2512], [0.6460, 0.7428, 0.0797], [0.5713, -0.0520, 0.2310], [-0.4952, 0.3806, -0.0223], [-0.8171, -0.3267, 0.7664], [-0.5156, 0.1074, 0.4901], [-0.2191, -0.1537, -0.5334], [0.2901, 0.1284, 0.0594], [-0.1755, -0.1155, -0.0044], [0.0352, 0.1957, -0.0767], [-0.0517, -0.3891, -0.1529], [0.1690, -0.0627, 0.1340], [0.1087, -0.0840, 0.0542], [0.0719, 0.0123, -0.1010], [0.1289, -0.0395, -0.0287], [0.0377, -0.0222, 0.1120], [0.0702, -0.0591, 0.1437], [-0.0515, 0.0393, -0.0484], [0.0335, 0.3842, -0.0448], [0.1898, -0.0911, -0.4425], [-0.0123, -0.1788, 0.1330], [0.1864, 0.1040, -0.4418], [0.0296, 0.1889, -0.0434], [-0.0057, -0.0702, 0.0896], [-0.1421, -0.1825, 0.2075], [-0.0800, -0.1202, 0.0218], [0.0303, -0.0511, 0.0127], [-0.0082, -0.0229, 0.0578], [-0.0749, -0.0222, 0.0625], [-0.0964, 0.0166, 0.1708], [0.0682, 0.1059, -0.0561], [-0.2764, -0.0325, 0.2865], [0.0906, -0.5048, -0.0948], [0.0645, 0.1653, -0.1190], [-0.0360, -0.1288, 0.0715], [-0.0568, -0.0533, 0.0125], [0.0361, 0.0259, -0.0248], [0.1020, 0.2610, -0.0485], [0.1336, 0.0899, -0.0345], [0.0025, 0.0145, -0.0584], [-0.0469, 0.1047, 0.0694], [0.0362, 0.0909, 0.0247], [-0.0012, 0.1767, 0.0668], [-0.0696, -0.0877, 0.0093], [-0.0474, 0.3994, -0.0999], [-0.1791, -0.2514, -0.4710], [0.1287, -0.1571, 0.1059], [-0.1880, 0.0702, -0.0490], [0.1161, 0.0615, -0.1475], [-0.1037, -0.0435, 0.0249], [0.0691, -0.0593, 0.2814], [-0.0307, -0.1147, 0.0930], [0.0394, -0.0618, -0.0086], [0.0447, -0.0138, 0.0410], [0.0087, 0.0239, 0.1167], [0.0598, 0.0680, 0.1757], [-0.0001, 0.0606, -0.0954], [-0.1641, -0.1695, 0.3374], [-0.4944, 0.1157, -0.1084], [0.2227, 0.1391, -0.0797], [-0.1335, -0.0566, 0.0169], [-0.0805, -0.0220, 0.0992], [0.0234, 0.0093, -0.0258], [0.2999, 0.0321, -0.1418], [0.0738, 0.0240, -0.1400], [0.0344, 0.0386, -0.0038], [0.0295, 0.0006, -0.0180], [0.0926, -0.0311, -0.0342], [0.1493, -0.0634, 0.0134], [-0.1054, -0.0030, 0.0811]],
  "homo_ha": -0.432,
  "homo_lumo_gap_ev": 8.212,
  "total_charge": 1,
  "energy_ev": -64901.00277
}